Below is 11 unconnected molecules or ions with the total composition C69H153N7O11, with properties calculated with ωB97M-V with the def2-TZVPD basis set.

Last column: Löwdin charge in e.
Positions of all 240 atoms, in Å:
1 O -27.6847 -12.2785 -6.7359  -0.050
2 H -28.6168 -12.5081 -6.6668  0.053
3 H -27.4235 -12.3765 -7.6576  0.003
4 C -19.4759 -5.7732 -4.6642  -0.026
5 C -20.0935 -5.4707 -6.0531  -0.519
6 C -19.1350 -5.3835 -7.1867  -0.152
7 C -19.8936 -5.3022 -8.5359  -0.169
8 C -20.6883 -6.6158 -8.6996  -0.161
9 C -21.7388 -6.6181 -7.6536  -0.530
10 N -21.0798 -6.5860 -6.3546  -0.053
11 O -22.1582 -6.5525 -5.3897  -0.085
12 C -22.8676 -5.5718 -7.9166  0.002
13 C -22.3747 -8.0652 -7.7436  -0.017
14 C -20.7559 -4.0726 -5.9132  -0.031
15 H -20.2599 -5.7855 -3.9424  0.059
16 H -18.6816 -5.0525 -4.4945  0.083
17 H -18.9766 -6.7856 -4.7487  0.103
18 H -18.4412 -4.5081 -7.1024  0.135
19 H -18.5279 -6.3865 -7.1724  0.153
20 H -19.1198 -5.2797 -9.3489  0.122
21 H -20.4763 -4.3976 -8.6224  0.086
22 H -20.0248 -7.4537 -8.6714  0.112
23 H -21.1512 -6.6791 -9.7145  0.135
24 H -23.7113 -5.6691 -7.1184  0.108
25 H -22.4080 -4.6101 -7.8606  0.041
26 H -23.3385 -5.7345 -8.8718  0.075
27 H -21.6414 -8.8741 -7.5297  0.091
28 H -23.1139 -8.1776 -7.0206  0.022
29 H -22.6548 -8.1581 -8.8106  0.085
30 H -21.7348 -4.1112 -5.4168  0.066
31 H -20.8649 -3.6667 -6.9253  0.061
32 H -20.1944 -3.3574 -5.3166  0.084
33 H -21.7706 -7.0080 -4.5722  0.130
34 C -28.1034 -4.9743 -2.3496  -0.030
35 C -26.7559 -4.2193 -2.2274  -0.480
36 C -25.7102 -5.2909 -2.6517  -0.149
37 C -24.4093 -4.6983 -3.0993  -0.139
38 C -24.7051 -3.7465 -4.2918  -0.142
39 C -25.5433 -2.5368 -3.8927  -0.532
40 N -26.7770 -3.1719 -3.3255  -0.088
41 O -27.5572 -2.0809 -2.9085  -0.039
42 C -24.7716 -1.6628 -2.9362  -0.036
43 C -25.8432 -1.6938 -5.1269  -0.037
44 C -26.6013 -3.5627 -0.8616  -0.020
45 H -28.2452 -5.2309 -3.3618  0.059
46 H -28.9055 -4.3000 -1.9975  0.086
47 H -27.9860 -5.8739 -1.6348  0.114
48 H -25.7621 -5.9411 -1.8081  0.084
49 H -26.1643 -5.8854 -3.4527  0.097
50 H -23.7116 -5.4673 -3.4552  0.094
51 H -23.9234 -4.0244 -2.3295  0.126
52 H -25.1954 -4.2492 -5.1021  0.107
53 H -23.7371 -3.4112 -4.6788  0.101
54 H -24.6767 -2.0550 -1.9530  0.045
55 H -23.7425 -1.5599 -3.3419  0.102
56 H -25.1292 -0.6327 -2.8799  0.088
57 H -26.4199 -2.1795 -5.9772  0.108
58 H -26.4192 -0.8304 -4.8028  0.074
59 H -24.9027 -1.4056 -5.5551  0.077
60 H -26.6583 -4.3923 -0.1582  0.083
61 H -27.3507 -2.8334 -0.6123  0.080
62 H -25.6159 -3.1391 -0.7409  0.060
63 H -28.1096 -1.9891 -3.6860  0.100
64 C -23.4988 -13.2840 -4.8751  -0.024
65 C -22.6834 -13.7197 -3.6020  -0.531
66 C -21.6954 -14.8173 -3.8686  -0.121
67 C -20.5058 -14.3901 -4.8249  -0.158
68 C -19.8721 -13.2089 -4.1259  -0.127
69 C -20.8152 -12.0103 -3.7358  -0.543
70 N -21.9992 -12.5718 -3.0175  -0.045
71 O -22.9918 -11.5027 -2.8589  -0.081
72 C -20.0893 -11.1281 -2.8277  -0.064
73 C -21.1737 -11.2291 -4.9833  -0.044
74 C -23.7229 -14.1582 -2.5953  -0.053
75 H -24.2178 -12.4958 -4.6496  0.076
76 H -24.1060 -14.1269 -5.2244  0.083
77 H -22.8647 -12.9204 -5.6513  0.026
78 H -21.2903 -15.1585 -2.9231  0.117
79 H -22.1829 -15.6913 -4.3992  0.139
80 H -20.9706 -14.2380 -5.8039  0.097
81 H -19.8135 -15.1814 -5.0125  0.097
82 H -18.9857 -12.7950 -4.6536  0.132
83 H -19.5587 -13.6570 -3.2183  0.099
84 H -19.7293 -11.6980 -1.9557  0.094
85 H -19.1608 -10.6960 -3.2826  0.099
86 H -20.6605 -10.2233 -2.5010  0.098
87 H -21.4498 -11.9037 -5.8307  0.073
88 H -21.9101 -10.4215 -4.7833  0.093
89 H -20.2516 -10.7296 -5.3277  0.086
90 H -23.3103 -14.2587 -1.5377  0.112
91 H -23.9001 -15.2007 -2.8710  0.075
92 H -24.6409 -13.5786 -2.6799  0.065
93 H -22.9905 -11.0720 -1.9500  0.079
94 C -27.9353 -14.9891 0.2311  -0.028
95 C -29.1103 -14.4684 -0.5878  -0.514
96 C -29.0817 -12.9686 -0.8340  -0.142
97 C -27.9114 -12.5943 -1.7016  -0.178
98 C -28.0937 -13.1901 -3.0828  -0.130
99 C -28.1307 -14.7115 -3.0564  -0.517
100 N -29.1179 -15.0522 -1.9930  -0.051
101 O -29.0488 -16.5083 -1.7984  -0.074
102 C -28.7119 -15.2288 -4.3793  -0.028
103 C -26.7574 -15.3477 -2.8102  -0.025
104 C -30.4444 -14.8787 0.0340  -0.036
105 H -28.0749 -14.5901 1.3130  0.114
106 H -26.9409 -14.6270 -0.0451  0.060
107 H -28.0385 -16.0856 0.3095  0.087
108 H -29.9883 -12.6471 -1.2634  0.104
109 H -29.0911 -12.3889 0.0920  0.118
110 H -27.0156 -12.8613 -1.2227  0.072
111 H -27.8549 -11.5120 -1.8172  0.099
112 H -27.2879 -12.8442 -3.7490  0.126
113 H -29.0273 -12.9183 -3.6092  0.111
114 H -28.8485 -16.2980 -4.3873  0.074
115 H -29.5918 -14.6770 -4.6723  0.071
116 H -27.9538 -14.9455 -5.1805  0.096
117 H -26.0820 -15.2619 -3.6752  0.081
118 H -26.2880 -14.8572 -1.9615  0.050
119 H -26.9411 -16.3856 -2.5942  0.079
120 H -31.2201 -14.5036 -0.6012  0.073
121 H -30.5374 -14.3690 0.9945  0.083
122 H -30.5309 -15.9917 0.2027  0.101
123 H -29.9512 -16.7303 -2.1147  0.113
124 C -23.3488 -10.5138 2.3340  -0.037
125 C -23.6011 -11.1641 0.9717  -0.546
126 C -24.9202 -11.9077 1.0520  -0.137
127 C -26.1342 -10.9773 0.8370  -0.157
128 C -26.0198 -10.0008 -0.3435  -0.103
129 C -24.6498 -9.2272 -0.3907  -0.486
130 N -23.6576 -10.2361 -0.1508  -0.080
131 O -22.4386 -9.4999 0.0007  -0.046
132 C -24.4875 -8.6066 -1.8114  -0.002
133 C -24.6995 -8.0158 0.5609  -0.018
134 C -22.4302 -12.1399 0.7529  -0.017
135 H -22.3585 -10.0720 2.3975  0.075
136 H -23.2269 -11.4218 2.9719  0.101
137 H -24.1147 -9.8222 2.7274  0.083
138 H -24.8308 -12.5848 0.2052  0.102
139 H -24.9758 -12.5575 1.9753  0.143
140 H -26.3149 -10.5140 1.8203  0.108
141 H -27.0472 -11.6277 0.7361  0.098
142 H -26.9242 -9.4068 -0.3860  0.118
143 H -26.0439 -10.5970 -1.2557  0.100
144 H -25.4735 -8.1946 -2.0887  0.073
145 H -23.7506 -7.8605 -1.7658  0.066
146 H -24.2910 -9.4195 -2.5136  0.077
147 H -25.4662 -7.3999 0.2004  0.054
148 H -25.1204 -8.2178 1.5821  0.097
149 H -23.7530 -7.4965 0.5624  0.081
150 H -21.4962 -11.8155 1.2266  0.082
151 H -22.1849 -12.2555 -0.3121  0.072
152 H -22.6842 -13.0441 1.3281  0.094
153 H -22.5262 -8.8969 0.7640  0.078
154 C -26.5340 -15.3923 -10.7613  -0.007
155 C -25.6172 -14.8046 -9.6223  -0.448
156 C -24.1358 -15.3135 -9.8075  -0.122
157 C -23.1275 -14.4758 -9.0868  -0.185
158 C -23.0995 -13.1441 -9.7582  -0.152
159 C -24.4468 -12.4926 -9.4439  -0.544
160 N -25.5157 -13.3314 -9.8981  -0.047
161 O -26.7775 -12.7355 -9.5265  -0.071
162 C -24.5807 -11.9380 -8.0219  -0.017
163 C -24.4541 -11.2341 -10.2960  -0.039
164 C -26.1573 -15.0442 -8.2511  -0.033
165 H -26.6250 -16.4803 -10.8617  0.086
166 H -26.2864 -14.9941 -11.7344  0.077
167 H -27.5278 -14.9752 -10.5439  0.052
168 H -24.0909 -16.3427 -9.4753  0.120
169 H -24.0251 -15.3539 -10.8436  0.094
170 H -22.0895 -14.9072 -9.1400  0.130
171 H -23.3609 -14.3348 -8.0216  0.102
172 H -22.9994 -13.2151 -10.8510  0.127
173 H -22.3005 -12.4518 -9.5164  0.117
174 H -23.7126 -11.3176 -7.7352  0.104
175 H -25.5103 -11.4325 -8.0052  0.044
176 H -24.6983 -12.6965 -7.2770  0.049
177 H -25.2176 -10.5955 -10.0215  0.024
178 H -23.4806 -10.5862 -10.1431  0.123
179 H -24.4699 -11.5511 -11.3717  0.107
180 H -25.4967 -14.8259 -7.4270  0.069
181 H -26.3907 -16.0612 -8.0844  0.073
182 H -27.1435 -14.5302 -8.1094  0.085
183 H -27.1004 -12.2598 -10.3092  0.080
184 C -27.9990 -6.5872 -10.5792  -0.060
185 C -28.3970 -7.4324 -9.4321  -0.496
186 C -28.3697 -6.5865 -8.1107  -0.105
187 C -29.1563 -7.2959 -6.9854  -0.167
188 C -30.4868 -7.8903 -7.4682  -0.146
189 C -30.3962 -8.8423 -8.6025  -0.521
190 N -29.7331 -8.0007 -9.6657  -0.037
191 O -29.5818 -8.8224 -10.8239  -0.084
192 C -29.7435 -10.1813 -8.2933  -0.021
193 C -31.8328 -9.1798 -8.9501  -0.043
194 C -27.3007 -8.6112 -9.3256  -0.008
195 H -27.7433 -7.1255 -11.4908  0.082
196 H -27.0781 -6.0711 -10.2788  0.092
197 H -28.7826 -5.8679 -10.8577  0.097
198 H -27.3156 -6.3176 -7.8205  0.127
199 H -28.9615 -5.7068 -8.3211  0.107
200 H -29.2853 -6.4612 -6.3125  0.106
201 H -28.5637 -8.0200 -6.4810  0.066
202 H -31.1780 -7.0166 -7.7711  0.151
203 H -30.9248 -8.4596 -6.6181  0.119
204 H -29.6144 -10.6521 -9.2045  0.027
205 H -28.7367 -10.1836 -7.7307  0.086
206 H -30.4290 -10.7507 -7.6789  0.089
207 H -32.4185 -9.6928 -8.1951  0.091
208 H -32.3890 -8.2708 -9.2410  0.094
209 H -31.8489 -9.7783 -9.8640  0.077
210 H -26.2550 -8.2100 -9.3438  0.093
211 H -27.3936 -9.1868 -10.2782  0.075
212 H -27.3822 -9.2924 -8.4810  0.045
213 H -30.1467 -8.4367 -11.5284  0.138
214 C -29.9794 -13.3751 -10.2736  -0.077
215 C -29.7073 -12.4127 -11.3757  -0.310
216 O -28.6657 -11.5194 -11.1345  -0.121
217 H -29.1249 -13.9061 -9.8696  0.044
218 H -30.6313 -14.1866 -10.5099  0.073
219 H -30.3535 -12.8872 -9.3652  0.071
220 H -30.6344 -11.8262 -11.6301  0.134
221 H -29.4007 -12.9568 -12.2201  0.095
222 H -28.8552 -10.5371 -11.1206  0.077
223 C -30.0194 -9.7383 -3.8515  -0.068
224 C -29.4183 -8.7455 -2.8522  -0.288
225 O -28.0640 -8.4637 -3.2617  -0.139
226 H -31.0648 -9.9519 -3.6528  0.077
227 H -29.3537 -10.6308 -3.8723  0.069
228 H -29.8957 -9.3304 -4.8530  0.046
229 H -29.4114 -9.0857 -1.8239  0.092
230 H -29.9631 -7.7538 -2.8952  0.118
231 H -27.8314 -8.9576 -4.1002  0.048
232 C -25.4445 -7.8620 -5.1933  -0.068
233 C -25.6453 -9.2839 -5.6279  -0.268
234 O -27.0429 -9.6093 -5.6697  -0.114
235 H -25.8196 -7.7038 -4.1970  0.028
236 H -25.8551 -7.1017 -5.9208  0.096
237 H -24.3652 -7.6556 -5.2050  0.061
238 H -25.1116 -10.0001 -4.9810  0.118
239 H -25.2806 -9.4349 -6.6376  0.089
240 H -27.1160 -10.4788 -6.0619  0.031

M	1257.02	g mol⁻¹
energy above the lowest of the compared OMol25 structures with the same formula, charge and spin	0.0000	eV
net charge	0
LUMO energy	0.5	eV
E_tot	-3931.338766	a.u.
structure (SMILES)	CC1(C)CCCC(C)(C)N1O.CC1(C)CCCC(C)(C)N1O.CC1(C)CCCC(C)(C)N1O.CC1(C)CCCC(C)(C)N1O.CC1(C)CCCC(C)(C)N1O.CC1(C)CCCC(C)(C)N1O.CC1(C)CCCC(C)(C)N1O.CCO.CCO.CCO.O
orbital gap	8.68	eV
HOMO level	-8.2	eV


Below is C4H8N2O2 in the gas phase, with properties calculated with ωB97M-V with the def2-TZVPD basis set.

Last column: natural (NBO) charge in e.
Positions of all 16 atoms, in Å:
1 O 1.8561 0.4312 0.3095  -0.572
2 C 0.7203 0.0541 0.1605  0.683
3 N -0.0737 -0.1442 1.2952  -0.656
4 C -1.4374 -0.3394 1.3941  0.536
5 O -2.0339 -0.1743 2.4247  -0.550
6 C 0.0910 -0.1515 -1.2195  -0.146
7 C 1.0810 -0.8879 -2.1056  -0.610
8 N -0.2781 1.1259 -1.8105  -0.820
9 H 0.3668 0.1570 2.1576  0.420
10 H -1.9156 -0.7419 0.4933  0.120
11 H -0.8046 -0.7476 -1.1107  0.192
12 H 1.3249 -1.8788 -1.7073  0.215
13 H 0.7009 -0.9268 -3.1210  0.225
14 H 2.0277 -0.3447 -2.1388  0.226
15 H -1.1120 1.5452 -1.4255  0.367
16 H 0.4788 1.7984 -1.7514  0.371

M	116.12	g mol⁻¹
energy above the lowest of the compared OMol25 structures with the same formula, charge and spin	0.7498	eV
net charge	0
LUMO energy	0.7	eV
E_tot	-417.228394	a.u.
structure (SMILES)	C[C@H](N)C(=O)NC=O
orbital gap	10.54	eV
HOMO level	-9.8	eV